[1]
# H9NSi3

H9NSi3 in the gas phase (the ωB97M-V functional and the def2-TZVPD basis, the Open Molecules 2025 dataset).

Summary:
energy	-928.54974	hartree
highest occupied orbital energy	-9.435	eV
gap between HOMO and LUMO	9.74	eV
LUMO energy	0.3	eV
relative energy (zero: lowest compared OMol25 entry of this formula, charge and spin)	9.4	kcal/mol
SMILES string	N[SiH2][SiH2][SiH3]

The geometry in XYZ format:
```
13
Properties=species:S:1:pos:R:3:forces:R:3:mulliken_charge:R:1
N 2.9843 0.2604 -0.3688 0.63 3.45 1.02 -0.488
Si 1.5934 -0.1816 0.5193 -0.81 -0.13 0.80 0.240
Si -0.6248 -0.1805 -0.5951 0.78 -0.20 -2.77 0.081
Si -2.6767 -0.0652 0.4781 -0.49 1.04 -0.37 0.372
H 3.3095 1.2892 -0.4335 -0.95 -2.49 0.06 0.267
H 3.0220 -0.1698 -1.2393 0.51 -0.71 -1.90 0.234
H 1.4998 0.7226 1.7067 -0.10 -0.10 -0.29 -0.115
H 1.9558 -1.5276 1.0168 -0.45 -0.14 -0.03 -0.090
H -0.7616 1.1127 -1.3468 0.37 0.18 0.37 -0.077
H -0.6383 -1.0309 -2.0797 -0.02 0.68 2.36 -0.044
H -3.7971 0.8532 0.0124 0.95 0.02 -0.10 -0.097
H -3.3811 -1.2647 0.4542 -0.73 -1.98 -0.10 -0.137
H -2.4852 0.1823 1.8758 0.29 0.38 0.95 -0.145
```
Forces are in eV/Å.

***

[2]
# C21H24ClHfN3Si

C21H24ClHfN3Si as an isolated structure (the ωB97M-V functional and the def2-TZVPD basis, the Open Molecules 2025 dataset).

Summary:
energy	-1776.55250	hartree
highest occupied orbital energy	-6.622	eV
gap between HOMO and LUMO	6.06	eV
LUMO energy	-0.6	eV

The geometry in XYZ format:
```
51
Properties=species:S:1:pos:R:3:forces:R:3:mulliken_charge:R:1
Hf 0.2202 0.6729 -0.9037 0.51 0.10 1.03 0.503
C -0.6144 4.1061 0.7643 0.01 0.07 -0.03 -1.395
C -1.6361 3.0123 0.7830 -0.17 -0.12 0.07 0.913
C -2.8662 3.1850 1.3923 0.07 0.07 -0.03 -0.761
C -3.7959 2.1494 1.3626 -0.06 -0.07 0.00 -0.411
C -3.5192 0.9620 0.7215 -0.05 0.09 0.05 -0.658
C -2.2674 0.8281 0.1116 0.30 -0.13 -0.18 0.396
N -1.3538 1.8432 0.1825 -0.03 0.17 -0.04 0.005
N -1.7632 -0.2201 -0.5857 -0.20 -0.26 -0.32 -0.086
Si -2.5027 -1.6516 -1.2183 -0.03 0.06 0.11 -0.159
C -3.0973 -2.8158 0.1093 -0.01 -0.08 0.02 -0.990
C -3.9116 -1.2223 -2.3652 -0.07 -0.01 -0.04 -0.984
C -1.1122 -2.4469 -2.1891 0.09 -0.04 -0.08 -1.104
H -1.0812 5.0364 0.4377 -0.01 0.00 0.04 0.466
H 0.2053 3.8747 0.0877 0.00 -0.03 -0.01 0.146
H -0.2175 4.2750 1.7666 0.02 -0.03 0.00 0.275
H -3.0939 4.1234 1.8776 0.00 0.00 0.00 0.434
H -4.7562 2.2833 1.8455 0.00 -0.01 0.00 0.418
H -4.2351 0.1534 0.6858 0.02 -0.02 -0.01 0.314
H -3.9491 -2.4130 0.6608 0.01 0.02 0.01 0.329
H -2.3016 -3.0296 0.8251 0.00 0.00 0.01 0.304
H -3.4144 -3.7623 -0.3361 -0.01 0.00 0.02 0.351
H -4.7354 -0.7432 -1.8314 0.01 0.01 0.00 0.327
H -4.3098 -2.1197 -2.8451 -0.01 0.01 0.00 0.356
H -3.5832 -0.5386 -3.1510 0.00 0.00 0.00 0.298
H -0.2575 -2.6719 -1.5440 0.00 0.01 0.00 0.279
H -0.7731 -1.7977 -3.0069 0.01 0.01 0.04 0.284
H -1.4027 -3.3882 -2.6603 -0.07 0.01 0.04 0.413
C 1.6089 0.2518 0.4836 -0.34 0.19 -0.51 -0.210
C 2.5976 -0.7322 0.0146 -0.12 -0.06 -0.10 0.803
C 3.7502 -1.1258 0.7112 -0.04 0.07 0.02 -0.267
C 4.6446 -2.0289 0.1657 0.02 -0.02 0.00 -0.652
C 4.4312 -2.5862 -1.0927 0.02 0.01 -0.02 -0.417
C 3.3060 -2.2210 -1.8126 0.01 0.04 0.09 -1.168
C 2.4218 -1.3095 -1.2513 -0.03 -0.18 -0.10 0.130
H 3.9223 -0.7048 1.6936 0.02 -0.02 0.00 0.432
H 5.5251 -2.3119 0.7296 0.00 0.00 0.00 0.383
H 5.1382 -3.2933 -1.5057 0.00 -0.01 0.01 0.386
H 3.1176 -2.6289 -2.7974 0.01 -0.01 0.00 0.404
H 1.5483 -1.0770 -1.8902 -0.02 0.01 0.03 -0.167
Cl 4.9457 2.8830 -3.0497 0.00 0.01 0.00 -0.264
C 3.8073 2.5732 -1.7704 -0.01 -0.04 0.06 0.282
C 4.2928 2.4187 -0.4130 0.00 0.04 -0.03 -0.176
C 3.4541 2.0782 0.5636 0.02 -0.16 0.02 -1.148
C 2.0038 1.7657 0.3414 0.19 0.31 -0.05 0.855
N 1.5368 2.2880 -1.0439 -0.08 -0.12 -0.09 -0.373
C 2.4904 2.5199 -2.0125 -0.01 0.07 0.03 -0.530
H 5.3349 2.6208 -0.2017 0.00 -0.01 -0.02 0.413
H 3.7999 2.0009 1.5872 0.01 -0.03 -0.01 0.462
H 1.4370 2.3378 1.0806 0.02 0.03 0.00 0.154
H 2.1086 2.6824 -3.0160 0.02 0.05 0.00 0.406
```
Forces are in eV/Å.

***

[3]
# C6H3N

C6H3N in the gas phase (the ωB97M-V functional and the def2-TZVPD basis, the Open Molecules 2025 dataset).

Summary:
energy	-284.97903	hartree
highest occupied orbital energy	-8.971	eV
gap between HOMO and LUMO	8.34	eV
LUMO energy	-0.6	eV
relative energy (zero: lowest compared OMol25 entry of this formula, charge and spin)	24.2	kcal/mol

The geometry in XYZ format:
```
10
Properties=species:S:1:pos:R:3:forces:R:3:mulliken_charge:R:1
C 0.3389 0.7380 0.2206 -0.85 0.77 0.23 -0.324
C -0.9333 1.1680 0.1518 1.35 0.74 0.13 -0.245
C 0.7297 -0.6202 0.1037 1.39 -1.97 -0.61 0.454
C 0.5329 -2.0271 0.3036 0.22 0.39 -0.18 -0.788
C -2.9642 -0.2614 -0.2460 -0.04 -0.04 -0.03 -0.091
C 1.6950 -1.4854 -0.2954 -1.73 1.13 0.74 -0.086
N -1.9988 0.3753 -0.0742 -0.79 -0.76 -0.07 0.013
H 1.1232 1.4696 0.3648 -0.07 0.07 -0.02 0.341
H -1.1711 2.2239 0.2318 0.10 -0.08 -0.02 0.378
H 2.6478 -1.5806 -0.7606 0.42 -0.27 -0.17 0.350
```
Forces are in eV/Å.

***

[4]
# C10H26KNO4

C10H26KNO4 as an isolated structure (the ωB97M-V functional and the def2-TZVPD basis, the Open Molecules 2025 dataset).

Summary:
energy	-1352.17974	hartree
highest occupied orbital energy	-6.106	eV
gap between HOMO and LUMO	6.06	eV
LUMO energy	0.0	eV
relative energy (zero: lowest compared OMol25 entry of this formula, charge and spin)	16.8	kcal/mol

The geometry in XYZ format:
```
42
Properties=species:S:1:pos:R:3:forces:R:3:mulliken_charge:R:1
K -0.5504 0.3673 -0.1333 0.35 0.50 -0.43 0.851
C 1.4876 1.0121 -3.6458 0.22 0.05 0.36 -0.546
C 0.9083 2.3673 -3.1863 -0.73 0.01 1.02 -0.614
O 0.5545 2.4839 -1.8210 0.27 -0.90 -0.65 -0.866
H 2.4984 0.8254 -3.2830 0.11 0.12 0.34 0.234
H 1.5640 0.9096 -4.7282 -0.19 0.24 -0.23 0.384
H 0.8671 0.1873 -3.2953 -0.23 -0.09 0.11 -0.140
H 0.0564 2.5566 -3.8394 -0.78 -0.18 -0.18 0.245
H 1.5635 3.1627 -3.5415 0.79 0.26 0.27 0.294
C -3.1561 -1.9819 -1.4081 -0.54 0.96 -0.23 -0.815
O -1.8886 -1.5966 -1.8730 1.03 -1.51 0.14 -0.224
C -1.0143 -2.7592 -1.9981 0.90 0.66 0.10 -0.593
C -0.4887 -3.3741 -0.6571 -0.21 1.14 -1.92 -0.788
N 0.4545 -2.4092 -0.0605 -1.48 -0.27 1.23 -0.037
C 0.6656 -2.7614 1.3579 0.13 0.62 -0.86 -0.772
C 1.5728 -1.8057 2.0864 0.15 0.50 1.08 -0.719
O 1.0825 -0.4486 2.2002 -0.61 -1.04 -0.47 -0.147
C 1.8168 0.3657 3.1026 0.06 0.24 -0.60 -0.762
H -3.0990 -2.3238 -0.3747 -0.29 -0.51 -0.08 0.308
H -3.6414 -2.6420 -2.1271 0.06 -0.61 0.34 0.318
H -3.7890 -1.0946 -1.4171 0.11 0.20 0.13 0.276
H -0.1616 -2.3628 -2.5493 0.18 0.09 0.11 0.257
H -1.3910 -3.5371 -2.6621 -0.76 0.00 0.14 0.429
H 0.0083 -4.3184 -0.8795 -0.01 -0.25 -0.15 0.394
H -1.3748 -3.6276 -0.0752 0.35 0.34 0.67 0.397
H 1.3376 -2.4562 -0.5484 0.10 -0.04 -0.14 0.213
H 1.1055 -3.7585 1.3779 0.22 -0.21 0.55 0.389
H -0.2827 -2.8129 1.8927 -0.19 0.08 -0.25 0.380
H 2.5878 -1.8448 1.6909 0.15 0.32 -0.30 0.395
H 1.6365 -2.2140 3.0950 0.19 -0.01 0.31 0.410
H 2.7515 0.6212 2.6035 0.45 -0.13 0.50 0.330
H 1.9221 -0.0796 4.0919 0.30 -0.30 -0.08 0.335
H 1.3052 1.3157 3.2572 -0.38 -0.15 -0.26 0.122
C -1.2177 3.9446 2.8335 -0.04 -0.38 -0.43 -1.178
C -0.3191 3.8979 1.5906 -0.98 0.35 0.37 -0.148
O -0.9150 3.0123 0.6716 -0.42 -1.12 0.66 -0.495
H -1.2852 2.9360 3.2412 0.07 -0.16 0.05 0.251
H -2.2371 4.2083 2.5519 0.05 0.28 0.06 0.338
H -0.8459 4.5788 3.6383 0.02 0.20 -0.22 0.344
H 0.6628 3.5692 1.9309 0.36 0.11 -0.41 0.251
H -0.3107 4.8458 1.0526 0.58 0.40 0.56 0.358
H -0.4409 3.0413 -0.1627 0.65 0.19 -1.22 0.340
```
Forces are in eV/Å.

***

Question: Which formula does entry 4 have?
Answer: C10H26KNO4

***

Question: Among the records above, which one has the highest highest occupied orbital energy?
Answer: C10H26KNO4